1.
{
  "formula": "C19H21BiN3O2S",
  "method": "ωB97M-V/def2-TZVPD",
  "symbols": ["Bi", "C", "C", "C", "C", "C", "C", "N", "C", "C", "C", "C", "C", "N", "C", "C", "C", "C", "C", "C", "N", "H", "H", "H", "H", "H", "H", "H", "H", "H", "H", "H", "H", "H", "H", "H", "O", "C", "S", "C", "O", "H", "H", "H", "H", "H", "H"],
  "coordinates": [[0.162345, -0.183969, -0.577483], [-3.239886, 0.451718, 0.398330], [-2.443725, -0.272238, 1.485757], [-3.094405, -0.966119, 2.496814], [-2.337344, -1.628436, 3.450058], [-0.949551, -1.591630, 3.378275], [-0.341677, -0.890810, 2.350257], [-1.092270, -0.234956, 1.408490], [1.175287, -0.769533, 2.243274], [2.031158, -0.741370, 3.328718], [3.365115, -0.407954, 3.119063], [3.801543, -0.033690, 1.855180], [2.905840, -0.076558, 0.796258], [1.681069, -0.570052, 0.999299], [3.175686, 0.522312, -0.556596], [4.467995, 0.625763, -1.029918], [4.703868, 1.266808, -2.229294], [3.649512, 1.797852, -2.936091], [2.352004, 1.665704, -2.449085], [1.239290, 2.298984, -3.235966], [2.098161, 1.027566, -1.262684], [-4.022649, 1.086393, 0.843177], [-3.737907, -0.332213, -0.318502], [-2.595400, 1.104928, -0.174572], [-4.175363, -0.991263, 2.540667], [-2.825330, -2.174674, 4.247056], [-0.361510, -2.117996, 4.118112], [1.672252, -0.915794, 4.334164], [4.046558, -0.361852, 3.958553], [4.808120, 0.340248, 1.727815], [5.300456, 0.215232, -0.473994], [5.714599, 1.362074, -2.605673], [3.827420, 2.317889, -3.867190], [1.324007, 2.039876, -4.290561], [1.293135, 3.389695, -3.128496], [0.273803, 1.970142, -2.893184], [-0.020792, 0.195667, -2.477778], [-3.570709, 0.391401, -2.152620], [-2.359360, -0.632165, -1.202320], [-3.579290, -1.957808, -0.577871], [-1.515780, -1.327353, -2.219539], [-4.066856, -0.231245, -2.895704], [-3.019179, 1.187914, -2.653218], [-4.308016, 0.832533, -1.494396], [-4.069528, -2.424208, -1.432158], [-4.334089, -1.548830, 0.086666], [-3.008608, -2.707983, -0.031089]],
  "atomic_forces_ev_per_a": [[0.29, -0.21, -0.90], [-0.70, 1.31, 2.61], [0.34, 0.63, 0.06], [0.19, -0.08, 0.18], [0.01, 0.04, -0.10], [0.00, -0.05, 0.10], [-0.11, 0.38, -0.32], [-1.25, -0.80, 3.11], [-0.20, -0.15, -0.64], [-0.11, -0.04, 0.19], [-0.03, 0.00, -0.21], [0.26, 0.08, 0.16], [-0.05, -0.24, 0.06], [1.28, 1.09, 2.32], [-0.51, 0.52, -0.57], [0.11, -0.17, 0.43], [0.13, 0.17, -0.32], [0.17, -0.12, 0.27], [-0.53, -0.34, 0.83], [0.18, 0.42, 0.26], [3.00, 0.01, -0.10], [-0.18, -0.36, 0.04], [-0.39, 3.36, 3.36], [-0.24, 0.93, 0.96], [0.01, 0.06, -0.02], [0.04, 0.00, -0.02], [0.05, 0.02, -0.04], [-0.06, 0.02, -0.04], [-0.02, -0.03, -0.03], [-0.04, 0.03, -0.05], [-0.09, -0.06, 0.04], [-0.02, -0.04, 0.01], [-0.13, 0.01, -0.01], [0.05, 0.02, 0.05], [0.18, -0.11, -0.10], [-0.21, 0.08, 0.00], [-0.02, 1.43, -3.95], [0.04, -0.10, -0.81], [-0.22, -4.24, -5.33], [0.13, -1.29, -0.86], [-1.82, -1.37, 0.12], [0.25, -0.09, -0.05], [0.20, -0.19, -0.01], [-0.15, 0.12, -0.36], [0.27, 0.01, -0.12], [-0.28, -0.71, -0.02], [0.17, 0.05, -0.18]],
  "energy_ha": -1663.59553,
  "orbital_gap_ev": [6.634, 5.253],
  "de_lowest_kcal_mol": 213.9,
  "charge": 1,
  "e_homo_ha": [-0.381, -0.326]
}

***

2.
{
  "formula": "C19H21BrI2N3O3RhS",
  "method": "ωB97M-V/def2-TZVPD",
  "symbols": ["Rh", "Br", "C", "C", "C", "C", "C", "C", "I", "H", "H", "H", "H", "C", "C", "N", "O", "H", "H", "H", "H", "H", "S", "C", "N", "C", "C", "C", "N", "H", "H", "H", "H", "H", "H", "H", "H", "I", "C", "C", "C", "C", "C", "C", "C", "O", "O", "H", "H", "H", "H"],
  "coordinates": [[-0.817291, 0.121727, -1.323389], [-4.859674, -1.738747, -0.484940], [-3.509144, -3.029082, -0.246589], [-3.644570, -3.954520, 0.775805], [-2.630066, -4.868339, 1.025818], [-1.472627, -4.870520, 0.260044], [-1.331139, -3.967648, -0.777615], [-2.353353, -3.061555, -1.018501], [-2.107186, -1.761524, -2.648155], [-4.540684, -3.947301, 1.381724], [-2.749188, -5.582160, 1.829968], [-0.685050, -5.585721, 0.456895], [-0.441078, -3.970695, -1.393940], [-0.220626, 3.645356, 1.277231], [0.356190, 2.407244, 0.670265], [1.541552, 2.011066, 1.083344], [-0.322833, 1.808901, -0.216350], [0.549943, 4.339178, 1.608392], [-0.809276, 3.350977, 2.149088], [-0.889142, 4.126657, 0.568308], [1.979515, 2.511111, 1.842083], [1.917106, 1.089705, 0.856906], [-0.240907, 0.901563, -3.281591], [1.075251, 2.035992, -2.924105], [2.168113, 1.589439, -2.345105], [3.365526, 2.430884, -2.151022], [2.943556, 3.884802, -2.051209], [2.064378, 4.259949, -3.231148], [0.965339, 3.276174, -3.340667], [2.220150, 0.598949, -2.141475], [4.039953, 2.274996, -2.992962], [3.868805, 2.096324, -1.247944], [3.826023, 4.521015, -2.032375], [2.397037, 4.051192, -1.120693], [2.626803, 4.270378, -4.164036], [1.615364, 5.239661, -3.093655], [0.092700, 3.554190, -3.764969], [-2.762401, -2.783511, 5.251635], [-1.503112, -2.189638, 3.712318], [-2.038797, -1.508037, 2.623896], [-1.214270, -1.189739, 1.561158], [0.143086, -1.488042, 1.596221], [0.678631, -2.126928, 2.708391], [-0.148837, -2.497752, 3.757113], [1.016039, -1.083521, 0.479280], [2.160314, -0.720893, 0.610146], [0.444185, -1.155891, -0.741774], [-3.091182, -1.256826, 2.596607], [-1.672679, -0.692670, 0.699937], [1.738970, -2.342892, 2.742029], [0.260586, -3.023279, 4.609608]],
  "atomic_forces_ev_per_a": [[-0.64, 0.33, 0.52], [0.02, 0.00, 0.00], [0.01, 0.08, -0.03], [0.03, -0.07, 0.11], [-0.03, 0.04, 0.01], [0.00, -0.09, 0.10], [0.07, 0.05, -0.15], [-0.03, 0.03, -0.10], [0.18, -0.05, 0.23], [0.01, -0.01, -0.01], [-0.01, 0.00, 0.00], [-0.02, 0.01, 0.00], [-0.05, 0.00, 0.03], [-0.09, 0.02, -0.05], [-0.23, 0.00, -0.25], [0.10, -0.21, 0.09], [0.16, -0.06, 0.19], [0.00, -0.01, -0.01], [-0.02, 0.00, -0.01], [0.02, 0.02, 0.02], [0.00, 0.00, -0.02], [0.01, 0.09, -0.07], [0.25, 0.30, -0.26], [0.04, -0.22, 0.01], [0.16, 0.03, 0.00], [-0.12, -0.07, 0.00], [-0.04, 0.00, 0.02], [-0.09, -0.10, 0.01], [0.06, 0.18, -0.04], [0.00, 0.02, 0.07], [0.02, -0.03, -0.03], [-0.01, -0.03, 0.04], [0.00, 0.01, -0.02], [0.00, -0.01, 0.02], [0.01, -0.02, -0.04], [-0.04, 0.02, -0.02], [-0.01, 0.01, 0.02], [0.01, 0.00, 0.01], [-0.06, -0.02, 0.01], [-0.06, 0.05, -0.12], [-0.03, -0.08, 0.07], [-0.11, 0.03, 0.00], [0.02, 0.00, 0.14], [0.11, -0.01, -0.02], [-0.25, 0.16, -0.01], [0.27, -0.03, -0.13], [0.44, -0.35, -0.29], [0.02, -0.01, 0.00], [-0.06, -0.02, -0.02], [-0.02, 0.00, 0.00], [-0.01, 0.01, -0.02]],
  "energy_ha": -4804.23004,
  "orbital_gap_ev": 5.347,
  "de_lowest_kcal_mol": 54.7,
  "charge": 2,
  "e_homo_ha": -0.499
}

***

3.
{
  "formula": "C19H21Cl3CoN6OS",
  "method": "ωB97M-V/def2-TZVPD",
  "symbols": ["Co", "N", "C", "S", "N", "N", "C", "C", "C", "C", "C", "C", "N", "H", "H", "H", "H", "H", "H", "H", "Cl", "C", "C", "C", "Cl", "C", "O", "C", "Cl", "C", "H", "H", "C", "C", "N", "C", "C", "N", "C", "C", "H", "H", "H", "H", "H", "H", "H", "H", "H", "H", "H", "H"],
  "coordinates": [[0.107725, 0.055139, 0.247610], [-1.789902, -1.817932, 3.627356], [-1.387545, -1.164616, 2.531471], [0.263987, -1.436905, 2.021595], [-2.280116, -0.358970, 1.981509], [-1.817470, 0.281287, 0.899718], [-2.575668, 1.080759, 0.251049], [-1.998228, 1.717601, -0.930981], [-2.726146, 2.592794, -1.727210], [-2.123604, 3.142061, -2.845681], [-0.814547, 2.796134, -3.146268], [-0.156000, 1.921497, -2.301290], [-0.719478, 1.402709, -1.212728], [-1.180883, -2.474508, 4.079191], [-2.740315, -1.708540, 3.940262], [-3.602943, 1.268271, 0.547169], [-3.749639, 2.828478, -1.469465], [-2.670247, 3.826630, -3.480215], [-0.310365, 3.194223, -4.014974], [0.868652, 1.624951, -2.496766], [3.375847, -4.387798, -4.652067], [2.292405, -3.498193, -3.684592], [2.813339, -2.527369, -2.807144], [1.949631, -1.818560, -2.034994], [2.523578, -0.615854, -0.944529], [0.516514, -2.021718, -2.072060], [-0.272200, -1.381636, -1.359471], [0.050216, -3.036184, -3.004708], [-1.627237, -3.307884, -3.088623], [0.919477, -3.748812, -3.783109], [3.880504, -2.363781, -2.758843], [0.555337, -4.501588, -4.467414], [2.478356, 1.430633, 1.645711], [3.090076, 2.526719, 2.554885], [2.179412, 3.659802, 2.665439], [0.945715, 3.216105, 3.305202], [0.315565, 2.045264, 2.511925], [1.088787, 1.792671, 1.262909], [1.145235, 3.063065, 0.501060], [1.867251, 4.155390, 1.331354], [2.446001, 0.460193, 2.141577], [3.059355, 1.333257, 0.726974], [4.038516, 2.879307, 2.148001], [3.285693, 2.141180, 3.555717], [0.263617, 4.065207, 3.362273], [1.173347, 2.910350, 4.326683], [-0.714123, 2.264063, 2.227298], [0.314882, 1.120821, 3.085591], [0.122690, 3.355022, 0.259766], [1.665824, 2.870495, -0.438619], [1.240135, 5.042254, 1.427936], [2.796300, 4.462587, 0.849199]],
  "atomic_forces_ev_per_a": [[0.06, 0.21, -0.01], [-0.05, -0.03, -0.01], [0.22, 0.09, -0.01], [-0.04, -0.25, -0.02], [-0.25, 0.00, 0.13], [0.01, -0.07, -0.04], [-0.06, -0.01, 0.04], [0.08, 0.03, -0.06], [0.00, 0.01, -0.02], [-0.01, -0.01, 0.01], [0.01, 0.01, -0.02], [-0.01, -0.03, 0.00], [-0.08, -0.03, -0.13], [0.00, -0.01, 0.00], [0.00, 0.00, 0.00], [0.00, -0.03, 0.01], [0.00, 0.00, 0.01], [0.00, 0.00, 0.00], [0.00, 0.00, 0.00], [0.00, 0.01, 0.00], [-0.03, 0.01, 0.02], [0.00, -0.01, -0.01], [0.03, -0.01, -0.01], [0.06, 0.02, 0.00], [0.02, 0.01, 0.01], [-0.09, -0.06, 0.01], [0.07, 0.15, 0.09], [-0.07, -0.02, 0.00], [0.03, 0.01, 0.01], [0.04, -0.01, -0.01], [-0.01, 0.01, 0.01], [0.00, 0.00, 0.00], [0.00, 0.01, 0.06], [0.00, 0.00, -0.02], [0.01, 0.01, 0.01], [0.00, -0.01, 0.01], [-0.05, 0.04, -0.01], [0.08, -0.01, -0.02], [0.01, 0.02, -0.03], [-0.01, 0.00, -0.01], [0.01, 0.00, -0.01], [0.00, 0.01, 0.00], [0.00, 0.00, 0.01], [-0.02, -0.01, 0.00], [0.00, 0.00, -0.01], [0.00, 0.00, 0.00], [0.01, -0.01, 0.00], [0.00, -0.02, 0.01], [0.01, 0.00, 0.02], [0.00, 0.00, 0.00], [0.00, 0.00, -0.01], [0.01, -0.01, 0.01]],
  "energy_ha": -4301.74217,
  "orbital_gap_ev": [7.671, 5.145],
  "de_lowest_kcal_mol": 0.0,
  "charge": 1,
  "e_homo_ha": [-0.396, -0.398],
  "multiplicity": 5
}